63
Properties=species:S:1:pos:R:3:mulliken_charge:R:1 method="wB97M-V/def2-TZVPD" total_energy_ev=-43739.7692 gap_ev="2.960 / 2.968" charge=+1 de_lowest_kj_mol=361.2
C 0.814 1.728 1.321 -0.450
C 1.153 2.266 0.028 -0.558
C -0.068 2.506 -0.690 -0.570
H 2.163 2.518 -0.307 0.514
C -1.162 2.110 0.147 -0.605
C -0.623 1.625 1.387 -0.516
H -1.190 1.276 2.256 0.632
H 1.510 1.548 2.143 0.457
H -0.139 2.945 -1.691 0.551
H -2.226 2.162 -0.108 0.489
La 0.194 -0.016 -0.338 0.772
C -0.697 -2.696 -3.560 -0.246
H -1.072 -1.543 -3.745 0.086
H -0.315 -2.505 -2.509 0.164
H 0.233 -3.134 -3.977 0.225
Si -0.457 -1.500 -5.283 0.160
C 1.298 -1.370 -5.811 0.393
C 2.050 -0.184 -5.730 -0.139
H 1.626 0.698 -5.238 0.581
C 3.314 -0.126 -6.328 -0.763
H 3.870 0.807 -6.289 0.444
C 3.841 -1.245 -6.976 -0.476
H 4.843 -1.206 -7.398 0.417
C 3.079 -2.408 -7.096 -0.666
H 3.457 -3.257 -7.660 0.406
C 1.821 -2.485 -6.497 -0.326
H 1.199 -3.377 -6.595 0.392
C -1.469 -0.103 -5.897 0.703
C -1.060 0.457 -7.129 -0.365
H -0.063 0.211 -7.512 0.300
C -1.911 1.326 -7.813 -0.608
H -1.580 1.748 -8.764 0.382
C -3.158 1.681 -7.265 -0.434
H -3.829 2.342 -7.827 0.384
C -3.502 1.228 -5.983 -0.579
H -4.431 1.569 -5.510 0.377
C -2.636 0.374 -5.284 -0.381
H -2.851 0.085 -4.247 0.244
H -1.566 -3.385 -3.578 0.346
H -1.201 -2.719 -5.792 -0.109
C -0.340 -2.246 5.042 -0.540
C -1.159 -1.869 3.968 -0.799
C -0.618 -1.671 2.700 -0.331
C 0.774 -1.847 2.539 0.765
C 1.596 -2.271 3.588 -0.357
C 1.031 -2.460 4.850 -0.480
N 1.346 -1.433 1.322 0.205
N 2.662 -1.674 1.256 -0.622
C 3.289 -1.130 0.149 0.006
C 4.662 -1.357 -0.070 -0.462
C 5.236 -0.869 -1.238 -0.390
C 4.426 -0.202 -2.174 -0.784
C 3.081 -0.023 -1.930 -0.087
N 2.517 -0.426 -0.752 0.017
H -0.772 -2.371 6.034 0.364
H -2.222 -1.718 4.125 0.354
H -1.235 -1.372 1.836 0.170
H 2.660 -2.385 3.395 0.426
H 1.670 -2.763 5.674 0.373
H 5.191 -1.928 0.693 0.478
H 6.293 -1.015 -1.439 0.389
H 4.837 0.182 -3.113 0.383
H 2.381 0.419 -2.658 0.296

---

67
Properties=species:S:1:pos:R:3:nbo_charge:R:1 method="wB97M-V/def2-TZVPD" total_energy_ev=-56060.6376 gap_ev=8.219
C -7.989 1.615 -1.929 -0.632
C -6.844 1.900 -1.145 0.032
C -6.916 2.632 -0.086 -0.189
C -5.671 2.895 0.782 -0.150
C -4.382 2.466 0.440 0.080
C -4.315 1.437 -0.597 -0.319
C -5.412 1.190 -1.287 0.052
C -5.353 0.427 -2.820 -0.632
H -6.030 -0.435 -2.742 0.206
H -5.664 0.991 -3.586 0.203
H -4.381 -0.202 -2.945 0.217
H -3.353 0.899 -1.095 0.248
N -3.258 2.657 1.292 -0.632
S -3.412 1.699 2.737 2.270
O -4.536 2.270 3.332 -0.925
O -2.076 1.991 3.542 -0.955
C -3.496 0.084 2.618 -0.948
H -2.619 -0.348 1.958 0.283
H -3.582 -0.502 3.315 0.253
H -4.436 -0.300 2.023 0.271
C -1.949 2.868 0.632 -0.210
C -1.131 1.481 0.195 -0.090
C -0.560 0.702 0.976 -0.264
C 0.231 -0.405 0.621 -0.091
C 0.327 -0.420 -1.141 -0.049
C -0.426 0.429 -1.739 -0.210
C -1.044 1.613 -1.105 -0.183
H -1.626 2.074 -2.046 0.256
H -0.202 0.168 -2.671 0.241
C 1.030 -1.599 -1.374 0.600
O 0.721 -2.116 -2.633 -0.678
N 2.197 -1.902 -0.781 -0.597
C 2.998 -3.043 -0.954 0.178
C 2.922 -3.836 -1.905 -0.276
C 3.812 -4.930 -2.105 -0.131
C 4.762 -5.257 -1.412 -0.209
C 5.060 -4.067 -0.426 -0.137
C 4.116 -3.301 0.079 -0.154
C 4.416 -2.158 0.945 0.650
O 3.573 -1.664 1.488 -0.599
N 5.611 -1.953 1.486 -0.581
H 6.501 -2.588 0.887 0.363
C 6.194 -0.927 2.321 -0.213
C 6.720 0.366 1.697 0.256
C 6.130 1.350 0.932 -0.284
C 6.924 2.279 0.503 -0.274
C 8.156 1.597 0.828 0.025
O 7.883 0.500 1.519 -0.351
H 9.215 1.762 0.355 0.206
H 7.041 2.992 -0.053 0.206
H 4.951 1.582 0.954 0.203
H 6.828 -1.314 2.878 0.189
H 5.025 -0.564 2.713 0.233
H 5.821 -4.298 0.509 0.194
H 5.423 -5.915 -1.294 0.204
H 3.507 -5.864 -2.860 0.199
H 2.063 -3.751 -2.632 0.286
H 2.398 -1.546 0.195 0.443
H 0.654 -0.971 1.178 0.149
H -0.792 0.864 2.299 0.267
H -1.496 3.412 1.504 0.243
H -2.261 3.530 -0.009 0.204
H -5.713 3.498 1.615 0.221
H -7.553 3.010 0.372 0.167
H -8.771 2.259 -1.473 0.221
H -7.778 2.051 -2.931 0.219
H -8.184 0.636 -1.944 0.222